The following is a quantum chemistry calculation of C26H54O49S12 as an isolated structure in a non-equilibrium geometry, from the OMol25 dataset.

ORCA input file:
```
! wB97M-V def2-TZVPD RIJCOSX def2/J DEFGRID3
* xyz 0 1
C -0.1669 -6.6940 -0.3785
C 0.2654 -6.6957 -1.8418
O 0.8635 -5.4853 -2.1997
H 0.7015 -6.5322 0.2485
H -0.6940 -7.6696 -0.1881
H -0.8764 -5.8515 -0.2263
H -0.6411 -6.7231 -2.4022
H 0.8086 -7.6443 -2.0294
H 1.5326 -5.3504 -1.5325
C 4.6005 0.8985 -2.8663
C 6.0692 1.1543 -2.2755
O 5.9478 1.6496 -0.9548
S 4.4876 1.1931 -0.4143
O 3.9223 2.1695 0.4124
O 4.5132 -0.1537 0.0372
O 3.7404 1.1406 -1.7843
H 4.3526 -0.1066 -3.2252
H 4.4708 1.6420 -3.6276
H 6.6671 1.8679 -2.8634
H 6.6800 0.2797 -2.1639
C 2.0507 -3.0106 -3.5981
C 0.8334 -3.4701 -4.3963
O 0.3049 -2.1889 -5.0465
S 0.4702 -1.0742 -3.9482
O -0.7005 -0.9870 -3.1143
O 0.8413 0.1757 -4.5244
O 1.6644 -1.7093 -3.0656
H 2.9607 -2.8705 -4.1576
H 2.2943 -3.5898 -2.6891
H 0.1030 -3.8385 -3.6394
H 0.9204 -4.1125 -5.2181
C 4.2398 -2.8883 1.4749
C 3.2769 -3.2366 0.3060
O 3.6749 -4.5728 -0.1818
S 4.5921 -5.3160 0.8782
O 5.8967 -5.4619 0.3469
O 3.8253 -6.3682 1.4615
O 4.6186 -4.1424 2.0204
H 3.9525 -2.3103 2.2907
H 5.1343 -2.4521 0.9909
H 3.3276 -2.4327 -0.4102
H 2.2453 -3.3676 0.6342
C -2.0994 1.5840 4.7909
C -1.9277 2.5172 6.0795
O -3.1363 2.2400 6.8461
S -3.6262 0.7877 6.4625
O -5.0314 0.7373 6.7766
O -2.7362 -0.1430 7.0635
O -3.3993 0.8912 4.9242
H -1.3045 0.8700 4.7902
H -2.2002 2.2201 3.9447
H -1.8560 3.5832 5.8793
H -1.0909 2.2682 6.7352
C 1.0633 -0.1287 0.2097
C 0.5950 0.8151 1.3498
O 0.4683 2.1313 0.7276
S 0.1998 1.8876 -0.8175
O 0.7475 2.9821 -1.5664
O -1.1867 1.6250 -1.0207
O 1.0791 0.5350 -0.9363
H 0.5224 -1.0923 0.0865
H 2.1567 -0.3119 0.3218
H 1.2279 0.8734 2.2248
H -0.4379 0.5971 1.7329
C 2.4510 4.1579 3.4996
C 3.5657 3.1347 3.2386
O 2.9484 1.8671 3.6478
S 2.1490 2.2686 5.0566
O 2.9075 2.0464 6.2414
O 0.8996 1.5825 4.9098
O 1.8580 3.8298 4.8375
H 1.6843 4.0529 2.6841
H 2.9521 5.1815 3.5903
H 4.4327 3.2758 3.8498
H 3.8321 3.0950 2.1869
C -2.7716 -2.6249 -0.4788
C -3.7295 -1.3941 -0.4326
O -4.3711 -1.5249 0.8307
S -3.2532 -1.8492 1.8728
O -3.8041 -2.6616 2.8110
O -2.6120 -0.6587 2.2244
O -2.2719 -2.6475 0.8465
H -1.9991 -2.4092 -1.2178
H -3.2440 -3.5993 -0.7475
H -4.4493 -1.2421 -1.1975
H -3.0545 -0.5169 -0.3634
C -4.9015 3.2056 1.5992
C -4.1273 1.8318 1.3820
O -2.7068 2.1728 1.1962
S -2.6353 3.7878 1.3664
O -1.8455 4.2329 0.2661
O -2.1914 4.0702 2.6711
O -4.1029 4.1458 0.9024
H -4.9601 3.3909 2.7110
H -5.8234 3.2200 1.0271
H -4.4832 1.3698 0.4467
H -4.2739 1.1561 2.2160
C -3.5111 -0.2902 -5.0251
C -3.5866 -0.4381 -3.4497
O -3.3906 -1.8434 -3.2183
S -3.1873 -2.7016 -4.5625
O -4.4122 -3.3019 -4.8575
O -2.0107 -3.4687 -4.3892
O -2.8836 -1.5162 -5.5640
H -2.8464 0.4722 -5.3524
H -4.5549 -0.1421 -5.3250
H -4.5044 -0.0991 -2.9891
H -2.7478 0.0850 -3.0119
C 2.5113 3.7168 -4.1975
C 3.3001 3.9623 -2.8618
O 4.7074 3.8262 -3.2027
S 4.8293 4.4507 -4.6718
O 5.7894 3.6620 -5.3292
O 4.8977 5.8694 -4.6241
O 3.4098 4.0924 -5.2679
H 1.6111 4.3273 -4.2241
H 2.3101 2.6909 -4.3896
H 3.0023 3.2944 -2.0864
H 3.1353 5.0560 -2.5473
C -4.0046 4.6998 -2.7440
C -3.1444 3.5115 -2.3318
O -4.0159 2.6387 -1.5700
S -5.4674 2.7071 -2.1821
O -6.3452 2.5537 -1.0796
O -5.6122 1.9669 -3.3872
O -5.3893 4.2390 -2.4851
H -3.8624 5.0360 -3.7586
H -3.9378 5.4419 -2.0111
H -2.2796 3.6953 -1.7175
H -2.7958 2.8299 -3.1471
C 0.3379 -2.6952 5.7884
C -0.9844 -2.5881 5.0592
O -0.6044 -2.1032 3.7971
S 0.8082 -2.5306 3.3553
O 1.5632 -1.3739 3.0435
O 0.7729 -3.5511 2.3647
O 1.2658 -3.0605 4.7152
H 0.3952 -3.4206 6.5473
H 0.6770 -1.6892 6.0914
H -1.5679 -1.7719 5.5039
H -1.5450 -3.5208 4.8776
*
```

## Properties
**E_HOMO**: -10.85 eV
**Total energy**: -258175.5223 eV